No. 1
The following is a DFT calculation (ωB97M-V with the def2-TZVPD basis set) of 2 unconnected molecules or ions with the total composition C4H6N2O at a distorted geometry.

* E_HOMO: -9.99 eV
* ΔE to the lowest compared entry with this formula, charge and spin: 46.9 kcal/mol
* structure (SMILES): c1cnccn1.O

Structure (ORCA input):
```
! wB97M-V def2-TZVPD RIJCOSX def2/J DEFGRID3
* xyz 0 1
C 0.67 -2.12 0.63
C -0.58 -1.52 1.01
N -0.96 -0.28 0.55
C -0.10 0.29 -0.28
C 1.12 -0.21 -0.60
N 1.53 -1.43 -0.16
H 1.07 -2.96 1.21
H -1.26 -1.92 1.78
H -0.44 1.26 -0.65
H 1.87 0.21 -1.28
O -0.94 3.24 -0.55
H -0.30 2.50 -0.53
H -1.68 2.92 -1.11
*
```

Calculated atomic charges, method Löwdin, unit e: atom 1 (C): -0.11, atom 2 (C): -0.09, atom 3 (N): 0.08, atom 4 (C): -0.17, atom 5 (C): -0.12, atom 6 (N): 0.06, atom 7 (H): 0.10, atom 8 (H): 0.10, atom 9 (H): 0.06, atom 10 (H): 0.12, atom 11 (O): -0.09, atom 12 (H): -0.01, atom 13 (H): 0.06

***

No. 2
The following is a DFT calculation (ωB97M-V with the def2-TZVPD basis set) of a molecular structure, C31H53F3INO16Si2 at a distorted geometry.

* E_HOMO: -8.26 eV

Structure (ORCA input):
```
! wB97M-V def2-TZVPD RIJCOSX def2/J DEFGRID3
* xyz 0 1
C 0.74 3.99 -0.63
C 0.67 2.68 -0.49
Si -0.87 1.72 -0.89
I -2.66 2.57 0.54
C -1.33 2.11 -2.66
C -0.14 2.34 -3.58
C -0.06 3.74 -4.15
O -1.35 4.28 -4.43
C -1.81 5.18 -3.56
C -1.01 6.38 -3.19
O -2.84 5.05 -3.13
O -0.47 0.12 -0.80
Si -1.27 -1.01 0.13
C -0.38 -2.62 -0.28
C 1.02 -2.36 -0.74
N 1.88 -1.82 0.33
C -0.94 -0.82 1.99
O -0.51 0.52 2.36
C -0.12 0.69 3.57
F -0.50 1.84 3.97
F 1.15 0.65 3.68
F -0.60 -0.17 4.41
C -3.08 -1.34 -0.28
C -3.49 -0.79 -1.62
C -4.08 -0.98 0.86
C -5.35 -0.29 0.42
H 1.39 4.44 -1.35
H 0.19 4.67 0.00
H 1.53 2.16 -0.12
H -2.07 2.87 -2.71
H -1.81 1.22 -3.00
H -0.23 1.68 -4.40
H 0.81 2.12 -3.14
H 0.54 4.35 -3.51
H 0.46 3.68 -5.07
H -1.24 6.59 -2.18
H 0.05 6.24 -3.24
H -1.32 7.21 -3.78
H -0.42 -3.31 0.54
H -0.91 -3.01 -1.13
H 1.04 -1.69 -1.57
H 1.43 -3.27 -1.11
H 2.78 -2.25 0.27
H 1.98 -0.84 0.16
H -1.80 -1.14 2.54
H -0.17 -1.50 2.27
H -3.19 -2.40 -0.38
H -2.75 -0.96 -2.38
H -3.62 0.27 -1.55
H -4.43 -1.17 -1.92
H -4.37 -1.89 1.34
H -3.63 -0.37 1.62
H -5.90 -0.05 1.30
H -5.17 0.62 -0.08
H -5.96 -0.96 -0.15
C 6.52 -4.13 3.07
C 6.57 -2.79 2.38
C 6.16 -1.62 3.25
O 5.63 -0.70 2.28
C 5.18 -1.42 1.23
O 4.51 -1.00 0.34
O 5.58 -2.71 1.32
H 5.51 -4.39 3.36
H 6.86 -4.91 2.38
H 7.16 -4.14 3.95
H 7.55 -2.63 1.93
H 7.00 -1.18 3.78
H 5.38 -1.88 3.97
C 5.91 -4.54 -4.70
C 4.65 -3.73 -4.56
C 4.24 -3.45 -3.13
O 2.81 -3.34 -3.24
C 2.43 -4.07 -4.32
O 1.30 -4.35 -4.57
O 3.51 -4.45 -5.05
H 5.78 -5.54 -4.29
H 6.17 -4.66 -5.75
H 6.75 -4.05 -4.20
H 4.73 -2.80 -5.13
H 4.66 -2.53 -2.74
H 4.48 -4.27 -2.45
C 0.30 -2.88 7.02
C 0.95 -3.61 5.88
C 0.84 -5.12 5.95
O 2.03 -5.54 5.26
C 2.94 -4.55 5.37
O 4.09 -4.65 5.08
O 2.38 -3.43 5.88
H 0.81 -3.12 7.96
H 0.38 -1.80 6.89
H -0.75 -3.14 7.11
H 0.57 -3.24 4.92
H -0.05 -5.50 5.46
H 0.88 -5.49 6.98
C -5.31 5.71 -1.90
C -6.55 6.56 -1.79
C -6.93 6.94 -0.38
O -8.36 7.09 -0.48
C -8.78 6.30 -1.51
O -9.92 6.05 -1.74
O -7.72 5.85 -2.23
H -5.47 4.74 -1.43
H -5.08 5.51 -2.94
H -4.46 6.19 -1.44
H -6.45 7.45 -2.42
H -6.48 7.87 -0.05
H -6.71 6.15 0.34
*
```

Results of the Löwdin charge analysis, in e, for atoms 1 through 99: atom 1 (C): -0.05, atom 2 (C): -0.24, atom 3 (Si): 0.06, atom 4 (I): 0.68, atom 5 (C): -0.23, atom 6 (C): -0.19, atom 7 (C): -0.18, atom 8 (O): 0.03, atom 9 (C): -0.61, atom 10 (C): 0.04, atom 11 (O): 0.17, atom 12 (O): -0.26, atom 13 (Si): 0.55, atom 14 (C): -0.21, atom 15 (C): -0.34, atom 16 (N): 0.04, atom 17 (C): -0.15, atom 18 (O): -0.02, atom 19 (C): -0.98, atom 20 (F): 0.22, atom 21 (F): 0.23, atom 22 (F): 0.20, atom 23 (C): -0.37, atom 24 (C): -0.12, atom 25 (C): -0.27, atom 26 (C): -0.12, atom 27 (H): 0.05, atom 28 (H): 0.06, atom 29 (H): 0.08, atom 30 (H): 0.05, atom 31 (H): 0.06, atom 32 (H): 0.10, atom 33 (H): 0.10, atom 34 (H): 0.09, atom 35 (H): 0.12, atom 36 (H): 0.08, atom 37 (H): 0.06, atom 38 (H): 0.09, atom 39 (H): 0.08, atom 40 (H): 0.08, atom 41 (H): 0.09, atom 42 (H): 0.09, atom 43 (H): 0.03, atom 44 (H): 0.05, atom 45 (H): 0.08, atom 46 (H): 0.08, atom 47 (H): 0.10, atom 48 (H): 0.07, atom 49 (H): 0.04, atom 50 (H): 0.07, atom 51 (H): 0.10, atom 52 (H): 0.05, atom 53 (H): 0.07, atom 54 (H): 0.03, atom 55 (H): 0.07, atom 56 (C): -0.02, atom 57 (C): -0.32, atom 58 (C): -0.07, atom 59 (O): 0.07, atom 60 (C): -0.56, atom 61 (O): 0.13, atom 62 (O): 0.08, atom 63 (H): 0.06, atom 64 (H): 0.09, atom 65 (H): 0.10, atom 66 (H): 0.16, atom 67 (H): 0.14, atom 68 (H): 0.14, atom 69 (C): -0.02, atom 70 (C): -0.33, atom 71 (C): -0.09, atom 72 (O): 0.04, atom 73 (C): -0.56, atom 74 (O): 0.17, atom 75 (O): 0.08, atom 76 (H): 0.09, atom 77 (H): 0.09, atom 78 (H): 0.09, atom 79 (H): 0.16, atom 80 (H): 0.14, atom 81 (H): 0.14, atom 82 (C): -0.02, atom 83 (C): -0.33, atom 84 (C): -0.09, atom 85 (O): 0.07, atom 86 (C): -0.55, atom 87 (O): 0.15, atom 88 (O): 0.09, atom 89 (H): 0.09, atom 90 (H): 0.08, atom 91 (H): 0.09, atom 92 (H): 0.16, atom 93 (H): 0.14, atom 94 (H): 0.14, atom 95 (C): -0.03, atom 96 (C): -0.32, atom 97 (C): -0.10, atom 98 (O): 0.06, atom 99 (C): -0.56

***

Number 1: E_tot -9271.469 eV. Number 2: E_tot -99267.174 eV.